[1]
ORCA calculation (the ωB97M-V functional and the def2-TZVPD basis) on the molecule C20H29N3O3S in a non-equilibrium geometry.

```
56
Properties=species:S:1:pos:R:3:forces:R:3
C -1.626 -3.456 -1.152 0.026 -0.023 0.036
C -1.164 -2.865 0.144 -0.024 0.041 0.107
C -2.070 -2.252 0.999 0.001 -0.035 -0.055
C -1.663 -1.685 2.192 0.042 0.008 0.127
C -0.328 -1.731 2.554 -0.098 -0.004 0.090
C 0.588 -2.348 1.721 0.018 -0.101 0.027
C 0.183 -2.918 0.520 -0.043 0.092 0.186
C 1.203 -3.566 -0.357 0.214 0.350 -0.263
H 2.125 -3.770 0.184 -0.074 -0.151 -0.010
H 0.830 -4.470 -0.833 0.088 -0.007 -0.018
S 1.677 -2.464 -1.759 -0.314 -0.357 -0.372
C 2.801 -1.472 -0.921 0.233 -0.194 0.716
N 3.300 -1.654 0.264 -0.882 -0.908 -0.659
N 4.122 -0.606 0.493 0.902 1.159 0.067
C 4.089 0.153 -0.549 0.403 -0.197 0.519
C 4.741 1.467 -0.725 -0.274 0.169 -0.249
H 5.046 1.577 -1.767 0.128 -0.006 0.033
H 5.619 1.505 -0.081 -0.002 -0.073 -0.058
C 3.763 2.595 -0.351 0.149 -0.021 0.111
C 3.312 2.523 1.117 -0.180 0.126 -0.015
C 1.792 2.468 1.281 0.162 -0.253 -0.038
H 1.327 3.286 0.727 -0.073 0.052 0.015
H 1.541 2.592 2.337 -0.073 0.064 0.025
C 1.208 1.140 0.790 0.065 0.271 -0.005
N -0.228 1.098 0.900 -0.056 0.020 0.222
C -1.033 1.176 -0.184 0.153 -0.022 0.517
O -0.631 1.323 -1.314 0.027 0.069 -0.536
O -2.317 1.075 0.204 -0.205 -0.024 0.100
C -3.384 1.202 -0.766 -0.375 0.098 -0.410
C -4.658 1.019 0.061 0.462 0.050 -0.094
H -4.647 0.048 0.550 -0.034 -0.142 0.050
H -5.531 1.084 -0.582 -0.095 0.006 -0.079
H -4.720 1.788 0.826 -0.039 0.095 0.084
C -3.353 2.592 -1.402 0.190 -0.214 0.149
H -4.208 2.714 -2.061 -0.129 0.018 -0.055
H -3.390 3.357 -0.629 -0.047 0.086 0.068
H -2.440 2.717 -1.977 -0.002 0.042 -0.054
C -3.278 0.113 -1.833 0.184 0.170 0.177
H -2.362 0.237 -2.403 -0.005 -0.028 -0.063
H -4.128 0.177 -2.507 -0.138 -0.011 -0.048
H -3.266 -0.867 -1.364 -0.044 -0.153 0.047
H -0.657 0.955 1.800 -0.035 -0.048 -0.120
H 1.638 0.309 1.356 0.014 0.015 -0.104
H 1.422 1.008 -0.272 0.095 -0.113 0.097
H 3.743 1.636 1.586 0.041 0.044 0.095
H 3.687 3.393 1.658 0.066 -0.042 0.030
H 2.897 2.540 -1.012 -0.025 0.054 -0.084
H 4.260 3.546 -0.547 -0.067 0.023 -0.062
O 3.265 -0.349 -1.505 -0.150 0.020 -0.105
H 1.632 -2.388 1.993 0.068 -0.018 0.017
H 0.002 -1.294 3.486 0.032 0.033 0.102
H -2.388 -1.209 2.836 -0.072 0.044 0.061
H -3.115 -2.221 0.727 -0.103 0.009 -0.063
H -2.697 -3.318 -1.278 -0.045 -0.005 -0.050
H -1.113 -2.985 -1.989 -0.034 0.010 -0.132
H -1.415 -4.525 -1.187 -0.022 -0.090 -0.075
```
Positions in Å, forces in eV/Å.

Summary:
Structure (SMILES): Cc1ccccc1CSc1nnc(CCCCCNC(=O)OC(C)(C)C)o1
Energy above the lowest of the compared OMol25 structures with the same formula, charge and spin: 16.1 kJ/mol
2S+1: 1
Frontier orbital gap: 9.3367 eV
Charge: 0
Energy: -1567.72046 Ha
HOMO energy: -8.62 eV
Max |F|: 1.47 eV/Å


[2]
ORCA calculation (the ωB97M-V functional and the def2-TZVPD basis) on a cluster of 2 separate species, C20H29N5O2S in total in a non-equilibrium geometry.

```
57
Properties=species:S:1:pos:R:3:forces:R:3
C -6.276 0.005 1.906 0.388 0.027 0.105
N -5.187 0.365 2.792 -0.787 -0.150 0.437
C -5.436 1.567 3.564 0.248 -0.256 -0.153
C -3.892 -0.150 2.614 0.919 -0.227 -0.318
C -3.046 0.358 1.604 -0.276 -0.188 0.524
C -1.752 -0.118 1.471 0.314 -0.249 0.006
C -1.270 -1.148 2.293 -0.796 0.340 -0.332
C 0.110 -1.640 2.130 0.880 1.186 3.144
C 1.223 -0.865 2.391 -1.144 -0.831 -0.534
C 2.523 -1.514 2.354 1.156 -1.821 -0.553
O 2.682 -2.704 2.044 -0.186 1.899 0.772
N 3.652 -0.729 2.694 -0.143 -0.097 -0.525
C 4.921 -1.444 2.708 0.358 -0.029 0.099
C 3.673 0.658 2.621 -0.385 0.102 -0.005
S 5.060 1.599 2.584 -0.646 -0.725 0.008
N 2.417 1.246 2.618 0.196 -0.048 0.346
C 2.404 2.702 2.774 0.043 0.176 -0.038
C 1.204 0.538 2.812 -1.335 1.570 0.595
O 0.226 1.115 3.295 1.597 -0.887 -0.891
C -2.131 -1.689 3.271 0.790 -0.115 -0.319
C -3.410 -1.189 3.446 -0.393 0.664 -0.365
H -6.010 -0.886 1.326 -0.120 0.200 0.123
H -7.173 -0.206 2.505 0.044 -0.034 -0.200
H -6.516 0.830 1.217 -0.050 -0.140 -0.081
H -4.557 1.816 4.169 -0.242 -0.031 -0.116
H -5.677 2.416 2.904 0.080 0.043 0.142
H -6.298 1.401 4.226 0.149 0.144 -0.011
H -3.412 1.154 0.953 0.089 -0.213 0.197
H -1.078 0.305 0.723 -0.231 -0.142 0.121
H 0.269 -2.722 2.224 0.061 0.312 -0.583
H 5.691 -0.693 2.896 -0.071 -0.378 -0.028
H 4.912 -2.191 3.506 -0.053 0.065 -0.209
H 5.098 -1.934 1.746 -0.049 0.059 0.201
H 1.377 3.054 2.813 0.072 -0.146 -0.015
H 2.949 2.973 3.687 -0.260 0.024 -0.175
H 2.951 3.131 1.930 -0.242 0.021 0.181
H -1.748 -2.483 3.917 -0.217 0.174 -0.184
H -4.072 -1.573 4.226 0.252 0.095 -0.269
N -2.093 -3.643 0.214 -0.297 -0.052 0.257
C -1.450 -3.980 -1.048 0.244 0.013 -0.280
C -0.634 -2.772 -1.491 -1.149 0.197 -0.612
C 0.289 -2.994 -2.701 0.118 -0.175 0.402
C 1.526 -2.134 -2.383 -0.244 0.365 0.158
C 1.474 -1.872 -0.854 1.255 0.050 0.132
N 0.169 -2.254 -0.440 -0.044 -0.192 -0.123
H -2.674 -2.811 0.102 0.050 -0.237 0.074
H -2.683 -4.401 0.541 0.042 0.185 -0.024
H -0.775 -4.832 -0.884 -0.156 0.123 -0.030
H -2.165 -4.233 -1.848 0.185 -0.076 0.074
H -1.373 -2.000 -1.783 -0.138 -0.090 -0.116
H 0.569 -4.053 -2.781 -0.108 0.160 0.013
H -0.208 -2.687 -3.627 0.164 -0.166 0.111
H 2.457 -2.627 -2.675 -0.144 0.194 0.005
H 1.447 -1.173 -2.902 0.153 -0.190 -0.048
H 2.273 -2.435 -0.338 -0.297 0.095 -0.142
H 1.668 -0.807 -0.641 0.085 -0.080 -0.110
H -0.107 -2.443 0.509 0.273 -0.517 -0.838
```
Positions in Å, forces in eV/Å.

Summary:
Structure (SMILES): CN1C(=O)C(=Cc2ccc(N(C)C)cc2)C(=O)N(C)C1=S.NC[C@@H]1CCCN1
Energy above the lowest of the compared OMol25 structures with the same formula, charge and spin: 376.2 kJ/mol
2S+1: 1
Frontier orbital gap: 6.8270 eV
Charge: 0
Energy: -1601.91449 Ha
HOMO energy: -7.96 eV
Max |F|: 3.47 eV/Å


[3]
ORCA calculation (the ωB97M-V functional and the def2-TZVPD basis) on a structure of composition C20H29O4V in a non-equilibrium geometry.

```
54
Properties=species:S:1:pos:R:3:forces:R:3
O -1.565 -0.544 0.851 -1.722 1.741 -1.684
C -2.469 -0.116 -0.244 1.517 -1.397 -1.554
C -3.780 -0.078 0.550 1.867 1.382 -0.382
H -2.266 -0.911 -0.984 -0.974 0.888 0.123
H -2.250 0.842 -0.715 0.313 -0.382 0.367
C -2.736 -0.587 1.689 0.411 0.454 0.838
H -4.615 -0.627 0.098 0.342 -0.363 0.778
H -4.032 1.043 0.473 -0.080 -1.732 1.253
C -2.753 -2.025 2.168 -0.794 0.074 0.617
H -3.031 -2.779 1.378 0.489 0.861 0.777
H -3.499 -2.037 2.981 0.246 -0.636 -0.109
H -1.723 -2.182 2.593 -1.094 -0.244 -0.482
C -2.432 0.393 2.840 -0.851 0.436 0.397
H -2.359 1.451 2.505 0.163 -0.757 -0.237
H -1.463 0.130 3.354 -1.224 0.126 -0.418
H -3.305 0.439 3.526 0.664 -0.335 0.078
V 1.487 1.229 0.077 -0.289 0.623 1.885
C 1.149 3.405 0.755 -0.397 0.445 -0.587
C 1.673 3.442 -0.573 -0.920 -0.235 0.151
C 0.677 2.874 -1.445 -0.400 0.158 0.631
H 2.636 3.846 -0.887 -0.399 -0.231 0.199
C -0.445 2.493 -0.647 0.741 0.875 -0.292
C -0.143 2.784 0.717 0.138 0.373 -0.569
H -0.834 2.630 1.549 0.507 0.055 -0.372
H 1.624 3.846 1.639 -0.209 -0.471 -0.472
H 0.724 2.809 -2.531 0.141 -0.095 0.431
H -1.440 2.294 -1.035 0.601 -0.285 0.080
C 2.698 1.392 1.930 0.396 -1.280 0.158
C 1.406 1.098 2.487 0.224 -0.114 0.490
C 1.095 -0.257 2.224 1.148 0.194 -0.468
H 0.836 1.776 3.146 0.322 -0.484 -0.646
C 2.129 -0.794 1.402 0.741 0.192 0.479
C 3.176 0.191 1.315 -0.776 -0.120 0.429
H 4.187 0.024 0.926 -0.727 0.183 -0.132
H 3.265 2.310 2.019 -0.144 -0.169 0.104
H 0.390 -0.886 2.754 -0.465 0.399 -0.658
H 2.203 -1.839 1.075 -0.101 0.691 0.079
O 0.187 -1.803 -1.294 -2.288 -2.279 -2.214
C -0.980 -2.776 -1.680 0.744 0.687 -0.150
C -0.688 -3.358 -3.121 1.033 0.250 0.508
H -1.959 -2.260 -1.760 0.888 0.127 0.007
H -1.192 -3.526 -0.863 1.054 0.679 -0.791
C 0.683 -2.673 -3.597 -0.463 0.858 0.284
H -1.585 -3.182 -3.791 1.331 -0.099 0.629
H -0.471 -4.432 -3.078 -0.423 0.168 0.042
C 0.989 -1.572 -2.535 -0.758 0.394 1.469
H 0.538 -2.165 -4.559 -0.058 -0.157 0.186
H 1.568 -3.330 -3.767 -0.978 0.035 0.520
H 0.747 -0.533 -2.898 0.206 -1.028 0.191
H 1.987 -1.552 -2.069 -0.019 -0.052 -0.950
O 4.834 1.439 -2.152 -0.964 0.262 1.328
C 4.024 1.540 -1.239 -0.009 -0.521 -0.875
O 2.821 0.946 -1.255 1.735 0.599 -0.412
H 4.284 2.161 -0.302 -0.436 -0.743 -1.053
```
Positions in Å, forces in eV/Å.

Summary:
Energy above the lowest of the compared OMol25 structures with the same formula, charge and spin: 287.0 kJ/mol
2S+1: 3
Frontier orbital gap (spin up / spin down): 8.2122 / 8.6845 eV
Charge: 0
Energy: -2024.28250 Ha
HOMO energy (spin up / spin down): -7.85 / -8.18 eV
Expectation value of S²: 2.035
Max |F|: 3.92 eV/Å


What is the 2S+1 in the third record?
3


What is the charge in the first record?
0